{
  "formula": "C23H42N2O3P2Tc",
  "method": "ωB97M-V/def2-TZVPD",
  "elements": ["P", "P", "C", "C", "H", "H", "H", "H", "C", "H", "H", "H", "C", "H", "H", "H", "C", "H", "H", "H", "C", "H", "H", "H", "Tc", "C", "C", "C", "C", "C", "C", "C", "C", "C", "H", "H", "H", "H", "H", "H", "H", "H", "H", "H", "H", "H", "H", "H", "H", "C", "C", "C", "C", "C", "C", "O", "N", "C", "O", "N", "C", "O", "H", "H", "H", "H", "H", "H", "H", "H", "H", "H", "H"],
  "positions_angstrom": [[1.7975, -2.6806, -2.0938], [-1.3159, -3.4637, 0.1880], [1.0793, -4.1666, -1.3519], [-0.4528, -4.3029, -1.2269], [1.5771, -4.3253, -0.3857], [1.4861, -4.9282, -2.0460], [-0.9232, -4.0556, -2.1944], [-0.6612, -5.3759, -1.0585], [-0.9927, -4.5617, 1.6277], [-1.3077, -3.9751, 2.4991], [0.0652, -4.8400, 1.7668], [-1.5756, -5.4970, 1.6182], [-3.0378, -3.8204, -0.2522], [-3.2814, -4.8607, -0.0154], [-3.2810, -3.6280, -1.3075], [-3.6080, -3.1524, 0.3986], [3.5566, -3.0459, -2.3089], [4.0857, -2.1650, -2.7146], [3.6017, -3.8829, -3.0262], [4.0119, -3.3443, -1.3484], [1.0930, -2.4688, -3.7456], [-0.0103, -2.4556, -3.7816], [1.4429, -3.3324, -4.3392], [1.4712, -1.5517, -4.2252], [1.0217, 1.7588, -1.3866], [-1.5251, -1.8026, 1.0009], [-0.4000, -1.5200, 1.8885], [0.9889, -1.9268, 1.6172], [1.9864, -1.3272, 0.5620], [1.6990, -1.3273, -0.9689], [0.5502, -0.4048, -1.4755], [-0.8851, -0.9064, -1.4200], [-1.7181, -0.6895, -0.1648], [2.9451, 2.4444, -1.5560], [-2.4590, -1.8099, 1.6213], [-0.5739, -0.6767, 2.5669], [1.0606, -3.0310, 1.4837], [1.4353, -1.6470, 2.5956], [2.2501, -0.2708, 0.7756], [2.9193, -1.9180, 0.7020], [2.6150, -0.8058, -1.3641], [0.7836, -0.1950, -2.5565], [-0.8240, -1.9789, -1.6647], [-1.3929, -0.4573, -2.2928], [-1.5681, 0.3470, 0.1794], [-2.7784, -0.7256, -0.4686], [2.9790, 3.5393, -1.4072], [3.2697, 2.2198, -2.5879], [3.6371, 1.9730, -0.8334], [1.3737, 5.3831, 1.9455], [0.0117, 4.9743, 2.4893], [-0.8899, 4.2550, 1.4713], [-2.2455, 3.8327, 2.1357], [-2.1328, 3.0814, 3.4656], [-1.2504, 5.1836, 0.3045], [-0.9053, 6.3541, 0.2122], [-2.0615, 4.5668, -0.6835], [-1.5122, 3.4180, -1.2678], [-1.8390, 2.8690, -2.3092], [-0.4522, 2.9200, -0.5449], [-0.1244, 3.1701, 0.7473], [0.9046, 2.5105, 1.0953], [1.9528, 4.4938, 1.6702], [1.9210, 5.8963, 2.7436], [1.2852, 6.0554, 1.0837], [0.1849, 4.3367, 3.3719], [-0.5547, 5.8643, 2.8176], [-2.8314, 4.7620, 2.2815], [-2.8502, 3.2451, 1.4301], [-1.8390, 3.7615, 4.2826], [-3.0971, 2.6146, 3.7293], [-1.3787, 2.2888, 3.3535], [-2.5063, 5.1823, -1.3479]],
  "total_energy_ha": -1999.611715,
  "de_lowest_ev": 0.000,
  "charge": 2,
  "spin_multiplicity": 4,
  "homo_lumo_gap_ev": [7.371, 6.845],
  "s2": 3.8208,
  "homo_ev": [-13.3, -13.1]
}


{
  "formula": "C3H2IO2S",
  "method": "ωB97M-V/def2-TZVPD",
  "elements": ["C", "C", "C", "O", "O", "S", "I", "H", "H"],
  "positions_angstrom": [[-0.1280, 1.4869, 3.1516], [-0.6679, 0.7191, 2.4054], [-0.1764, 0.0562, -1.1201], [1.1596, -0.5620, -3.2966], [1.0831, -2.2157, -1.4865], [0.3170, -1.2119, -2.2601], [-1.1008, -1.1278, 0.4146], [0.2641, 2.1257, 3.8828], [-0.7507, 0.7292, -1.6911]],
  "total_energy_ha": -961.674554,
  "de_lowest_ev": 4.785,
  "charge": -1,
  "spin_multiplicity": 1,
  "homo_lumo_gap_ev": [6.906, 6.219],
  "homo_ev": [-4.4, -4.3]
}


{
  "formula": "C36H62F12O18",
  "method": "ωB97M-V/def2-TZVPD",
  "elements": ["C", "O", "C", "C", "O", "C", "H", "H", "H", "H", "H", "H", "H", "H", "H", "H", "C", "O", "C", "C", "O", "C", "H", "H", "H", "H", "H", "H", "H", "H", "H", "H", "C", "O", "C", "C", "O", "C", "H", "H", "H", "H", "H", "H", "H", "H", "H", "H", "O", "C", "O", "C", "C", "C", "H", "H", "H", "H", "H", "H", "O", "C", "O", "C", "C", "C", "H", "H", "H", "H", "H", "H", "C", "C", "O", "C", "O", "C", "F", "F", "F", "H", "H", "H", "H", "H", "C", "C", "O", "C", "O", "C", "F", "F", "F", "H", "H", "H", "H", "H", "C", "C", "O", "C", "O", "C", "F", "F", "F", "H", "H", "H", "H", "H", "C", "C", "O", "C", "O", "C", "F", "F", "F", "H", "H", "H", "H", "H"],
  "positions_angstrom": [[1.0463, -0.6975, -0.0297], [-0.0143, -1.5886, -0.0420], [-1.3042, -0.9918, -0.0579], [-1.4304, 0.1089, -1.1748], [-0.6790, 1.2876, -0.8514], [-0.7237, 2.1566, -1.9282], [0.9514, 0.1424, 0.6585], [1.3705, -0.1641, -0.9233], [1.9527, -1.2372, 0.2448], [-1.4672, -0.5188, 0.9106], [-1.9640, -1.8590, -0.0278], [-2.4936, 0.3456, -1.2146], [-1.1735, -0.1514, -2.2016], [-0.1658, 1.5983, -2.6800], [-0.2807, 3.1074, -1.6319], [-1.7524, 2.2942, -2.2611], [-9.6631, 3.7730, -2.4788], [-8.9680, 2.5584, -2.6517], [-7.5168, 2.6222, -2.6920], [-7.0102, 1.3190, -3.2494], [-5.5539, 1.2301, -2.8919], [-4.9152, 0.1092, -3.3939], [-10.7451, 3.6656, -2.4028], [-9.3686, 4.4546, -3.2768], [-9.2526, 4.2799, -1.6055], [-7.0576, 2.9061, -1.7451], [-7.1292, 3.4409, -3.2982], [-7.0898, 1.3076, -4.3365], [-7.5248, 0.4432, -2.8540], [-5.3476, -0.4079, -4.2504], [-4.8251, -0.6639, -2.6308], [-3.9362, 0.4461, -3.7347], [0.4223, 1.0394, 5.9366], [1.5909, 0.8381, 5.2507], [2.1753, 2.0378, 4.6950], [3.2337, 1.7475, 3.6613], [2.8569, 1.2297, 2.3297], [2.7219, 2.2856, 1.4470], [0.6188, 1.9481, 6.5056], [0.2821, 0.2305, 6.6536], [-0.4239, 1.1740, 5.2629], [2.4660, 2.6485, 5.5499], [1.3439, 2.5879, 4.2544], [3.8513, 0.9936, 4.1495], [3.8013, 2.6678, 3.5241], [2.0630, 3.0586, 1.8424], [2.5221, 2.1310, 0.3867], [3.7123, 2.7406, 1.4583], [0.3313, -3.5475, 4.5773], [1.0079, -3.7378, 3.6106], [1.1297, -5.0249, 3.0670], [2.0211, -5.1679, 1.9590], [2.0011, -3.7921, 1.4304], [1.6403, -2.8054, 2.6208], [1.6705, -5.8903, 1.2219], [3.0305, -5.3541, 2.3258], [1.2562, -3.7056, 0.6394], [2.9196, -3.5247, 0.9080], [1.0339, -1.9256, 2.4055], [2.5212, -2.4707, 3.1687], [4.7160, -1.6317, 1.1615], [5.6445, -1.5541, 1.8998], [6.9070, -1.7380, 1.4981], [7.8331, -1.6603, 2.5864], [6.9681, -1.9001, 3.7968], [5.7422, -1.0283, 3.3529], [8.5604, -0.8486, 2.5693], [8.3799, -2.6023, 2.5461], [7.5689, -1.4495, 4.5868], [6.6814, -2.9345, 3.9858], [5.8010, 0.0578, 3.2814], [4.7652, -1.2778, 3.7667], [2.7498, -3.9935, -2.4896], [2.5120, -2.5337, -2.6818], [3.3058, -2.1901, -3.7635], [3.3221, -1.0077, -4.2706], [2.6890, -0.0814, -3.7919], [4.1325, -0.9606, -5.5527], [3.5796, -1.7092, -6.4665], [4.2175, 0.2858, -5.9563], [5.3614, -1.5248, -5.3032], [2.3106, -4.4370, -1.5960], [3.7652, -4.3865, -2.5409], [2.3918, -4.6726, -3.2634], [2.8502, -1.9734, -1.8101], [1.4971, -2.3619, -3.0405], [-1.8524, -5.0917, 1.6968], [-2.3213, -4.9160, 3.0872], [-2.6898, -3.5735, 3.2198], [-3.1828, -3.1398, 4.4103], [-3.5177, -3.8276, 5.3785], [-3.1386, -1.5588, 4.5198], [-4.3559, -1.0812, 4.5272], [-2.5445, -1.2180, 5.6795], [-2.4851, -0.9346, 3.5030], [-1.0883, -4.3575, 1.4415], [-2.6947, -4.9048, 1.0307], [-1.5161, -6.1276, 1.6516], [-1.6235, -5.2473, 3.8563], [-3.2053, -5.5514, 3.1403], [1.0347, 2.2892, -9.7342], [2.0100, 2.8566, -8.6985], [1.3566, 2.8357, -7.4657], [1.9185, 3.5002, -6.3701], [3.0724, 3.9548, -6.3716], [0.8916, 3.7064, -5.1814], [-0.1191, 2.8897, -5.3481], [1.5538, 3.3405, -4.0852], [0.5306, 4.9789, -5.1368], [0.0800, 2.8099, -9.8088], [0.8171, 1.2351, -9.5625], [1.4816, 2.3080, -10.7283], [2.3255, 3.8619, -8.9773], [2.8934, 2.2235, -8.6148], [-0.9190, 2.8763, 1.9972], [-2.2157, 3.6804, 2.2739], [-2.6717, 3.3956, 3.5826], [-3.8276, 2.5944, 3.7251], [-4.5956, 2.1228, 2.8159], [-4.1364, 2.5357, 5.2187], [-5.1289, 1.7220, 5.5056], [-2.9578, 2.1858, 5.9357], [-4.5143, 3.7704, 5.6300], [-0.5475, 3.0757, 0.9921], [-1.0924, 1.8012, 2.0437], [-0.1451, 3.0115, 2.7528], [-2.8972, 3.6107, 1.4261], [-2.0037, 4.7422, 2.3985]],
  "total_energy_ha": -3961.422919,
  "charge": 0,
  "spin_multiplicity": 1,
  "homo_lumo_gap_ev": 9.937,
  "homo_ev": -9.5,
  "smiles": "CCOC(=O)C(F)(F)F.CCOC(=O)C(F)(F)F.CCOC(=O)C(F)(F)F.CCOC(=O)C(F)(F)F.O=C1CCCO1.O=C1CCCO1.COCCOC.COCCOC.COCCOC"
}


{
  "formula": "C7H8N4",
  "method": "ωB97M-V/def2-TZVPD",
  "elements": ["C", "C", "C", "C", "C", "C", "C", "N", "N", "N", "N", "H", "H", "H", "H", "H", "H", "H", "H"],
  "positions_angstrom": [[2.1927, 3.0869, -0.4611], [-0.3751, -2.0206, 1.5927], [-1.3016, -1.4423, 0.7916], [0.8524, -1.3960, 1.7150], [-1.0820, -0.3037, 0.0435], [1.2285, -0.3124, 0.8614], [0.2510, 0.2301, 0.0257], [2.5104, 4.1258, -0.1952], [-0.3823, 1.9953, -1.5838], [1.8420, 1.8221, -0.7238], [0.5019, 1.4440, -0.6379], [-0.5224, -2.9134, 2.0246], [-2.3406, -1.9364, 0.5786], [1.5645, -1.5993, 2.4839], [-1.9088, 0.0333, -0.4553], [2.1944, 0.0137, 0.7665], [-1.1469, 2.3891, -1.0143], [-0.3631, 1.5185, -2.4551], [2.5511, 1.1864, -1.1754]],
  "total_energy_ha": -490.434629,
  "de_lowest_ev": 3.771,
  "charge": 0,
  "spin_multiplicity": 1,
  "homo_lumo_gap_ev": 8.861,
  "homo_ev": -8.3,
  "smiles": "N#CNN(N)c1ccccc1"
}


{
  "formula": "C45H58N12O6S",
  "method": "ωB97M-V/def2-TZVPD",
  "elements": ["S", "O", "O", "O", "O", "N", "C", "C", "C", "C", "H", "H", "H", "H", "H", "N", "C", "C", "C", "C", "H", "H", "H", "H", "H", "N", "C", "C", "C", "C", "H", "H", "H", "H", "H", "N", "C", "C", "C", "C", "H", "H", "H", "H", "H", "N", "C", "C", "C", "C", "H", "H", "H", "H", "H", "N", "C", "C", "C", "C", "H", "H", "H", "H", "H", "N", "C", "C", "C", "C", "H", "H", "H", "H", "H", "N", "C", "C", "C", "C", "H", "H", "H", "H", "H", "N", "C", "C", "C", "C", "H", "H", "H", "H", "H", "N", "C", "C", "C", "C", "H", "H", "H", "H", "H", "N", "C", "C", "C", "C", "H", "H", "H", "H", "H", "C", "N", "O", "O", "H", "H", "H"],
  "positions_angstrom": [[0.0227, 0.3858, -0.0737], [-0.0983, -0.7572, -1.1417], [-1.2833, 0.9768, 0.1363], [0.4737, -0.1592, 1.1193], [0.9497, 1.4148, -0.6477], [0.6967, 3.1648, -2.6567], [-0.0003, 3.2008, -3.8437], [-0.0593, 4.5388, -4.4127], [0.5467, 5.4568, -3.4697], [0.9717, 4.4838, -2.2837], [0.7167, 2.3658, -2.0867], [-0.4313, 2.2958, -4.4817], [-0.4583, 4.8418, -5.4837], [0.6137, 6.5438, -3.4997], [1.3707, 4.6228, -1.3757], [1.8497, -2.1052, -2.8707], [2.1587, -1.0662, -3.7617], [3.0167, -1.7672, -4.8497], [3.4167, -2.9992, -4.3237], [2.4847, -3.1522, -3.1137], [1.2257, -1.9502, -2.1287], [1.6227, -0.1872, -3.8117], [3.2207, -1.2872, -5.7627], [4.0027, -3.6002, -4.5507], [2.5077, -4.2022, -2.4257], [-1.7173, -0.7322, -3.1777], [-2.8953, 0.0068, -3.1637], [-3.5973, -0.3972, -4.4537], [-2.5933, -1.2072, -5.3337], [-1.3923, -1.1352, -4.4047], [-1.0543, -1.0162, -2.4437], [-3.3323, 0.2898, -2.0357], [-4.6683, -0.3772, -4.4797], [-2.7173, -1.6342, -6.4217], [-0.3093, -1.6232, -4.6067], [-3.2693, -1.5652, 0.5693], [-4.2793, -1.0982, 1.3953], [-5.3283, -2.1962, 1.5523], [-4.7343, -3.3292, 0.8493], [-3.4883, -2.8382, 0.1413], [-2.5173, -0.8672, 0.2173], [-4.0903, -0.0232, 1.6463], [-6.3183, -2.2242, 2.2433], [-5.0483, -4.1682, 0.8063], [-2.9613, -3.4022, -0.4347], [-2.1193, 2.3718, 2.2433], [-2.3603, 3.7408, 2.3123], [-2.5203, 4.0098, 3.7733], [-2.6193, 2.6798, 4.5113], [-2.1753, 1.6628, 3.4983], [-1.7113, 1.9348, 1.4913], [-2.2543, 4.3658, 1.5063], [-2.6703, 4.9808, 4.0193], [-2.6683, 2.5928, 5.5953], [-1.8523, 0.5548, 3.5073], [1.6007, 1.2028, 2.9993], [1.1857, 1.6878, 4.2143], [2.4057, 2.4108, 4.8723], [3.4707, 2.3578, 3.9123], [2.8927, 1.5728, 2.7893], [1.0257, 0.5968, 2.3343], [0.0537, 1.5218, 4.7013], [2.4287, 2.9018, 5.8813], [4.5657, 2.9838, 4.0473], [3.1987, 1.1638, 1.9643], [2.6247, -2.8452, 1.5103], [2.9727, -3.7982, 0.6733], [4.1197, -4.6062, 1.3593], [4.4417, -3.8482, 2.6563], [3.4597, -2.7462, 2.6623], [1.8107, -2.1812, 1.3233], [2.6927, -4.0332, -0.3657], [4.8137, -5.4912, 1.2463], [5.2077, -4.0442, 3.4043], [3.1457, -2.0592, 3.5153], [-0.1623, -2.3192, 3.3683], [-1.3313, -2.9362, 3.3573], [-1.5533, -3.7032, 4.7313], [-0.2613, -3.3442, 5.4703], [0.5687, -2.4032, 4.5183], [0.1077, -1.7832, 2.4523], [-1.9433, -2.8912, 2.4823], [-2.2443, -4.4162, 5.0093], [0.0657, -3.7262, 6.4873], [1.5677, -1.9182, 4.8003], [-0.2623, -4.0782, -0.8207], [-0.4663, -4.8622, 0.2423], [-0.6693, -6.4192, -0.2667], [-0.5843, -6.2862, -1.7117], [-0.3803, -4.8862, -2.0737], [-0.3203, -3.0982, -0.7807], [-0.2213, -4.3892, 1.2213], [-0.9663, -7.1962, 0.3183], [-0.5973, -6.8222, -2.6277], [-0.6333, -4.6012, -2.9157], [-3.1483, 2.6588, -1.0447], [-3.3193, 2.9088, -2.4137], [-4.6683, 3.5168, -2.7247], [-5.2373, 3.7998, -1.3707], [-4.2603, 3.2338, -0.4077], [-2.3673, 2.1348, -0.4687], [-2.3623, 2.8728, -3.0077], [-4.8963, 4.0968, -3.5517], [-6.0713, 4.3918, -1.2077], [-4.2483, 3.1008, 0.5603], [3.4457, 1.4478, -0.7907], [4.1407, 0.2048, -1.0567], [5.5767, 0.6058, -1.5767], [5.6527, 2.0788, -1.2707], [4.2537, 2.6158, -0.7697], [2.3417, 1.3838, -0.8437], [3.5317, -0.7872, -1.0957], [6.3377, 0.1828, -2.0927], [6.2677, 2.9178, -1.3007], [3.9717, 3.6088, -0.3777], [0.8957, 3.9598, 1.2573], [1.0427, 5.3548, 1.2643], [0.1107, 6.1688, 1.1853], [2.2787, 5.8328, 1.1983], [0.3917, 3.6718, 2.1593], [1.8707, 3.3258, 1.3273], [0.3607, 3.6328, 0.3333]],
  "total_energy_ha": -3255.312194,
  "de_lowest_ev": 4.736,
  "charge": -2,
  "spin_multiplicity": 1,
  "homo_lumo_gap_ev": 6.802,
  "homo_ev": -3.1
}